# 1
The following is a DFT calculation (ωB97M-V/def2-TZVPD) of C5H13N2O2PSi in the gas phase in a non-equilibrium geometry.

Calculated values
2S+1   3
Orbital gap (alpha / beta)   5.49 / 5.74 eV
Highest occupied orbital energy (alpha / beta)   -0.1741 / -0.3018 hartree
⟨S²⟩   2.008
E   -1088.9420 Ha

Element x y z (Å)
C 1.583 0.011 -0.489
C -0.281 -1.096 -1.822
C 0.818 -1.121 -0.785
C -0.971 -0.544 -0.658
C 3.339 0.865 0.834
N -0.523 1.300 1.297
N -2.563 1.634 -0.164
O 1.503 1.117 -1.048
O 2.458 -0.182 0.467
Si -2.005 -1.754 0.456
P -0.919 1.273 -0.330
H -0.236 -0.399 -2.664
H -0.379 -2.176 -2.148
H 0.994 -2.130 -0.361
H 3.111 1.022 1.911
H 3.240 1.806 0.501
H 4.398 0.586 0.613
H 0.568 1.389 1.353
H -1.050 1.976 1.914
H -3.315 1.050 0.130
H -2.927 2.038 -0.956
H -3.137 -2.264 -0.363
H -2.399 -1.257 1.776
H -1.306 -3.140 0.536


# 2
The following is a DFT calculation (ωB97M-V/def2-TZVPD) of 2 unconnected molecules or ions with the total composition C4H8N2S2 in a non-equilibrium geometry.

Calculated values
Energy above the lowest of the compared OMol25 structures with the same formula, charge and spin   67.6 kcal/mol
Orbital gap   7.92 eV
Highest occupied orbital energy   -0.2726 hartree
E   -1062.9879 Ha

Element x y z (Å)
C -1.313 -1.888 1.462
C 0.329 -0.911 0.330
C 1.284 0.881 -0.869
C -1.019 1.099 -0.424
N -0.631 -2.831 1.972
N 0.137 0.203 -0.251
S -2.721 -1.182 1.670
S 1.647 -1.797 0.558
H 2.013 0.331 -0.432
H 1.127 0.829 -1.927
H 1.253 1.974 -0.445
H -1.296 1.211 -1.500
H -1.907 0.704 0.103
H -0.690 2.137 -0.140
H 0.392 -2.826 1.679
H -0.773 -3.526 2.780